C16H17NOS2 in the gas phase, computed with the ωB97M-V functional and the def2-TZVPD basis.

The calculation puts the energy above the lowest of the compared OMol25 structures with the same formula, charge and spin at 0.0000 eV. The HOMO energy is -7.9 eV. The structure (SMILES) is CSc1cccc(NC(=O)CSc2ccc(C)cc2)c1. The value obtained for the orbital gap is 8.5 eV.

ORCA input file:
```
! RIJCOSX wB97M-V def2-TZVPD def2/J DEFGRID3
* xyz 0 1
H -1.15 3.96 0.89
C 2.16 -2.01 -0.42
C 0.22 2.33 0.65
H -3.08 -3.74 0.35
C -1.20 2.88 0.76
H -3.43 1.03 1.37
O 1.19 3.04 0.83
H -1.99 0.48 -2.61
H -3.55 -3.75 -1.35
H -1.72 2.44 1.61
H 2.82 1.63 0.63
H -2.61 -1.90 -2.50
H 6.36 2.27 0.87
C 2.66 0.61 0.34
C 1.35 0.17 0.17
H -0.64 0.55 0.22
H 4.29 -2.25 -0.42
C -3.34 -1.80 -0.49
C -2.64 0.90 -0.62
H 4.84 2.52 -0.02
N 0.25 1.01 0.38
C -3.23 0.39 0.53
C 1.10 -1.15 -0.21
H 1.96 -3.03 -0.71
C -2.43 0.07 -1.71
H 0.08 -1.48 -0.33
C -3.70 -3.25 -0.40
C 3.46 -1.58 -0.26
C -2.78 -1.26 -1.65
S 5.40 0.20 0.30
C -3.56 -0.95 0.59
C 5.33 1.95 0.76
H 4.81 2.06 1.71
S -2.19 2.62 -0.76
C 3.71 -0.27 0.12
H -4.74 -3.36 -0.10
H -4.01 -1.35 1.49
*
```